[1]
{"formula": "C2H4F2NO", "method": "wB97M-V/def2-TZVPD", "species": ["C", "C", "N", "O", "F", "F", "H", "H", "H", "H"], "xyz": [[1.2055, 0.3336, 0.6602], [-0.0272, 0.8481, -0.0717], [-1.8500, -2.0286, -0.8587], [-2.3443, -2.1074, 0.3012], [-0.1599, 2.2760, 0.2351], [0.2646, 0.9330, -1.4487], [1.2051, 0.6931, 1.6408], [1.5060, -0.7408, 0.5337], [2.2401, 0.8816, 0.3767], [-2.0400, -1.0887, -1.3686]], "nbo_charge": [-0.7241, 0.1962, -0.0604, -0.2921, -0.4750, -0.4536, 0.2046, 0.1983, 0.1179, 0.2883], "charge": -1, "spin_multiplicity": 1, "relative_energy_kcal_mol": 50.7, "e_lumo_ha": [0.119, 0.119]}

---

[2]
{"formula": "C2H4F2NO3P", "method": "wB97M-V/def2-TZVPD", "species": ["N", "C", "C", "F", "F", "P", "O", "O", "O", "H", "H", "H", "H"], "xyz": [[-2.2180, 0.0114, 0.1125], [-0.7447, -0.4175, -0.1087], [0.2977, 0.6820, -0.0713], [0.0737, 1.6246, -1.0507], [0.0367, 1.3774, 1.0751], [1.9979, -0.4451, 0.0275], [1.6492, -1.0270, 1.3873], [3.1310, 0.5447, -0.1443], [1.6930, -1.2934, -1.1657], [-2.1549, 0.2756, 1.0913], [-2.5012, 0.6022, -0.6273], [-0.5268, -1.0734, 0.6791], [-0.7334, -0.8615, -1.2049]], "nbo_charge": [-0.9256, -0.2852, 0.2954, -0.4114, -0.4105, 2.3443, -1.2479, -1.2376, -1.2535, 0.3585, 0.3463, 0.2299, 0.1972], "smiles": "NCC(F)(F)P(=O)([O-])[O-]", "charge": -2, "spin_multiplicity": 1, "relative_energy_kcal_mol": 0.0, "e_lumo_ha": 0.259}

---

[3]
{"formula": "C2H4F2O2S", "method": "wB97M-V/def2-TZVPD", "species": ["O", "C", "C", "F", "F", "H", "H", "O", "S", "H", "H"], "xyz": [[-0.5320, -0.6210, 0.8907], [-1.0310, 0.3936, 1.5649], [-0.5304, 1.5436, 1.9528], [-1.2806, 2.5291, 2.5814], [0.4557, 2.2009, 1.3173], [0.2646, -0.4756, 0.3488], [-1.9788, 0.0739, 2.0423], [2.0102, -0.4762, -1.9687], [0.4805, 0.2590, -2.1900], [2.4853, 0.1296, -2.5331], [-0.3379, -0.8487, -2.5170]], "nbo_charge": [-0.6640, 0.0153, 0.5977, -0.3333, -0.3257, 0.5030, 0.1975, -0.8153, 0.2244, 0.4813, 0.1192], "smiles": "OC=C(F)F.OS", "charge": 0, "spin_multiplicity": 1, "relative_energy_kcal_mol": 12.7, "e_lumo_ha": 0.001}

---

[4]
{"formula": "C2H4F2O3P", "method": "wB97M-V/def2-TZVPD", "species": ["C", "C", "O", "O", "O", "F", "F", "P", "H", "H", "H", "H"], "xyz": [[1.4071, -1.3694, 0.3823], [-0.6682, 2.0012, -0.4587], [-2.0945, -0.9500, -1.0721], [-1.3342, -0.7741, 1.3555], [0.3387, -1.3254, -0.4790], [-1.1275, 2.7352, 0.5635], [0.6560, 2.2891, -0.6039], [-1.1286, -0.6049, -0.0474], [2.3409, -0.7332, -0.0350], [1.7685, -2.5171, 0.4553], [1.0524, -1.1915, 1.3304], [-1.2104, 2.4399, -1.3910]], "nbo_charge": [-0.2234, 0.2577, -1.1334, -1.1475, -0.8261, -0.3897, -0.4034, 2.2976, 0.1583, 0.1364, 0.1931, 0.0804], "charge": -1, "spin_multiplicity": 1, "relative_energy_kcal_mol": 0.0, "e_lumo_ha": 0.148}

---

[5]
{"formula": "C2H4F2OS", "method": "wB97M-V/def2-TZVPD", "species": ["C", "C", "O", "F", "F", "S", "H", "H", "H", "H"], "xyz": [[0.2309, -0.1420, -0.6636], [0.8115, -0.9898, 3.4845], [-0.0045, 0.9791, 1.7207], [-0.2691, -0.6814, 4.1653], [0.8560, -2.3116, 3.5819], [-0.0391, -0.5449, 1.1538], [1.0850, 0.5137, -0.6388], [0.4697, -1.1612, -1.0633], [-0.6328, 0.5749, -0.8240], [-0.3065, 0.7600, 2.6804]], "nbo_charge": [-0.7403, 0.6156, -0.8544, -0.3532, -0.3412, 0.4633, 0.2228, 0.2495, 0.2459, 0.4919], "charge": 0, "spin_multiplicity": 1, "relative_energy_kcal_mol": 80.9, "e_lumo_ha": -0.005}

---

[6]
{"formula": "C2H4F2Si", "method": "wB97M-V/def2-TZVPD", "species": ["C", "C", "F", "F", "Si", "H", "H", "H", "H"], "xyz": [[-0.9837, 0.8804, -0.9904], [-1.5753, 1.8176, -1.6373], [-2.2293, 2.8256, -1.0591], [-1.6360, 1.7697, -2.9425], [0.1303, -0.4219, -0.4598], [0.2303, 1.7714, 1.4053], [-0.3463, -0.8997, 0.8158], [1.3115, 0.2517, -0.1773], [-0.0142, -1.6136, -1.4866]], "nbo_charge": [-0.4538, 0.6550, -0.2992, -0.2925, 0.8225, 0.0138, -0.1577, -0.1576, -0.1306], "charge": 0, "spin_multiplicity": 1, "relative_energy_kcal_mol": 208.7, "e_lumo_ha": [-0.026, -0.038]}

---

[7]
{"formula": "C2H4F3NS", "method": "wB97M-V/def2-TZVPD", "species": ["C", "N", "S", "C", "F", "F", "F", "H", "H", "H", "H"], "xyz": [[1.0590, -0.5799, 0.0702], [0.0480, 0.3765, -0.4057], [0.2700, 1.9660, 0.2397], [-1.2914, -0.2564, 0.0016], [-1.4052, -0.4946, 1.3018], [-2.2778, 0.5615, -0.3531], [-1.4579, -1.3951, -0.6519], [2.0419, -0.2406, -0.2410], [1.0429, -0.6876, 1.1591], [0.8538, -1.5509, -0.3807], [1.1166, 2.3012, -0.7400]], "nbo_charge": [-0.4419, -0.5941, 0.1669, 1.0736, -0.3199, -0.3125, -0.3110, 0.2114, 0.1926, 0.2166, 0.1181], "smiles": "CN(S)C(F)(F)F", "charge": 0, "spin_multiplicity": 1, "relative_energy_kcal_mol": 0.0, "e_lumo_ha": 0.026}

---

[8]
{"formula": "C2H4FIO", "method": "wB97M-V/def2-TZVPD", "species": ["C", "C", "O", "F", "I", "H", "H", "H", "H"], "xyz": [[0.8451, 0.8192, -0.2823], [-0.2537, -1.0444, 0.4994], [0.7173, -0.5939, -0.2301], [-0.7131, -0.3528, 1.5190], [-2.7627, -0.1530, -0.9851], [0.4603, 1.1541, -1.3466], [1.9364, 0.9416, -0.1194], [0.2959, 1.3096, 0.5908], [-0.5256, -2.0803, 0.3543]], "nbo_charge": [-0.3022, 0.7269, -0.4316, -0.2727, -0.6324, 0.2531, 0.2098, 0.2251, 0.2240], "charge": 0, "spin_multiplicity": 1, "relative_energy_kcal_mol": 33.9, "e_lumo_ha": -0.043}

---

[9]
{"formula": "C2H4FIO", "method": "wB97M-V/def2-TZVPD", "species": ["C", "C", "O", "F", "I", "H", "H", "H", "H"], "xyz": [[-1.2027, 0.3303, 0.0609], [1.0479, 0.1550, -0.4253], [-0.0911, 0.2899, -0.8083], [0.9729, -1.3408, 1.8736], [2.5268, -0.0464, -1.8511], [-0.8912, -0.0499, 1.0006], [-2.0104, -0.2424, -0.4974], [-1.4324, 1.4007, 0.0805], [1.0800, -0.4963, 0.5664]], "nbo_charge": [-0.2714, 0.2072, -0.3978, -0.8121, 0.2474, 0.2598, 0.2215, 0.2083, 0.3370], "charge": 0, "spin_multiplicity": 1, "relative_energy_kcal_mol": 74.1, "e_lumo_ha": -0.056}

---

[10]
{"formula": "C2H4FK", "method": "wB97M-V/def2-TZVPD", "species": ["C", "C", "H", "H", "H", "F", "K", "H"], "xyz": [[-0.1864, 0.0614, 0.9852], [0.3688, -1.1433, 0.5614], [-1.2133, -0.0991, 1.3398], [0.6113, 0.8192, 1.0041], [1.4262, -1.3000, 0.3301], [-0.3218, -2.2813, 0.6678], [-0.4592, 0.0601, -2.4090], [-0.8332, 1.5253, 1.5299]], "nbo_charge": [-0.6651, 0.2320, 0.2786, 0.2719, 0.1887, -0.3149, 0.9941, 0.0147], "charge": 1, "spin_multiplicity": 2, "relative_energy_kcal_mol": 29.4, "e_lumo_ha": [-0.161, -0.161]}